*w*
Formula: C6H11NS
Source: the OMol25 dataset
Level of theory: ωB97M-V with the def2-TZVPD basis set

The molar mass comes out at 129.2 g mol⁻¹. The total charge is 0. As for the SMILES: CCCCCN=C=S. For the lowest unoccupied orbital energy, the calculation gives 0.0301 Eh.

Geometry (Å):
C (1.50178, 1.48801, 0.38339)
C (0.13962, 1.82960, 0.87886)
C (-0.64865, 0.57784, 1.22574)
C (-0.96486, -0.30985, -0.00976)
C (-0.04977, -1.49345, -0.25283)
N (-0.48998, -2.27411, -1.37675)
C (-0.60432, -2.59376, -2.49879)
S (-0.70844, -3.14223, -3.98577)
H (1.55257, 1.19391, -0.68833)
H (2.19930, 2.32358, 0.43928)
H (2.00789, 0.63828, 0.89963)
H (-0.41945, 2.42095, 0.15241)
H (0.26577, 2.48842, 1.77388)
H (-1.60016, 0.85710, 1.73866)
H (-0.11467, -0.05097, 1.96871)
H (-2.00271, -0.71885, 0.05574)
H (-0.93668, 0.28051, -0.91542)
H (1.04225, -1.34978, -0.39629)
H (-0.16951, -2.16520, 0.60762)

Atom charges from the Löwdin analysis, given in e for atoms 1 to 2: atom 1 (C): -0.1415, atom 2 (C): -0.2889

=====

*x*
Formula: C6H11NS
Source: the OMol25 dataset
Level of theory: ωB97M-V with the def2-TZVPD basis set

The molar mass comes out at 129.2 g mol⁻¹. The total charge is 0. As for the SMILES: C=C/C(=C/SC)CN. For the lowest unoccupied orbital energy, the calculation gives 0.0247 Eh.

Geometry (Å):
C (-2.13342, -1.67271, 0.54433)
C (-1.76445, -0.76765, -0.34519)
C (-0.39207, -0.33135, -0.63847)
C (0.61368, -1.22004, -0.57230)
S (2.36016, -0.90140, -0.62546)
C (2.58995, 0.08162, 0.87383)
C (-0.30424, 1.12792, -0.96009)
N (-0.36217, 1.93499, 0.23589)
H (-3.18291, -1.88850, 0.59400)
H (-1.44318, -2.23280, 1.19690)
H (-2.58007, -0.25388, -0.91091)
H (0.34734, -2.27016, -0.55045)
H (1.95593, 0.97670, 0.84612)
H (2.38101, -0.48299, 1.77717)
H (3.67080, 0.36401, 0.90170)
H (0.62340, 1.31411, -1.48357)
H (-1.08453, 1.38214, -1.64328)
H (-1.24197, 1.92519, 0.67407)
H (-0.05324, 2.91480, 0.08573)

Atom charges from the Löwdin analysis, given in e for atoms 1 to 2: atom 1 (C): 0.0149, atom 2 (C): -0.1689

=====

Which structure above is the least stable? It is *x*.